# 1
The following is a DFT calculation (the ωB97M-V functional and the def2-TZVPD basis) of a 5-piece molecular cluster, C29H48BrCl12N2O9PS2 overall.

Results
HOMO-LUMO gap   8.5702 eV
Energy above the lowest of the compared OMol25 structures with the same formula, charge and spin   0.0 kJ/mol
SMILES   C=CC(=O)OCCCCCC[C@H](OC)[C@@](CCCCCCCSc1nnco1)(CCCS(=O)(=O)O)OCP(O)Br.ClC(Cl)Cl.ClC(Cl)Cl.ClC(Cl)Cl.ClC(Cl)Cl

Structure (XYZ):
```
104
Properties=species:S:1:pos:R:3:mulliken_charge:R:1
C 5.6960 4.4821 0.0350 -0.494
C 5.7469 4.0082 1.3370 -0.344
C 4.6794 2.9722 1.7943 0.438
O 4.3422 3.0317 2.9471 -0.523
O 4.1142 2.0654 0.9113 -0.166
C 4.8515 0.7979 0.9252 -0.497
C 4.8671 0.2489 -0.5541 -0.220
C 5.2776 -1.2660 -0.6481 -0.887
C 4.3004 -2.2473 0.1072 -0.071
C 3.0580 -2.7005 -0.7747 -0.841
C 1.8341 -1.6914 -0.6129 0.280
C 0.6923 -1.9652 -1.6700 -1.114
O 1.0705 -1.7869 -3.0309 -0.456
C 2.0985 -0.8258 -3.2574 -0.323
C -0.6988 -1.2258 -1.2776 1.694
C -1.6568 -1.4299 -2.5141 -1.167
C -1.9535 -0.2225 -3.4603 -0.866
C -0.7571 0.3822 -4.2729 0.889
C -1.3620 1.5299 -5.2089 -0.557
C -0.5876 2.8937 -5.1181 -0.971
C -0.6757 3.6239 -3.7278 -0.189
C -2.1264 3.8448 -3.1715 -0.251
S -3.3309 4.4291 -4.4806 -0.206
C -4.9176 3.9935 -3.7166 0.444
N -5.9139 4.7510 -3.2336 -0.354
N -6.7979 3.8118 -2.7665 -0.373
C -6.3296 2.5661 -2.9507 -0.005
O -5.0951 2.6413 -3.5858 -0.127
C -1.2541 -2.1657 -0.1257 -1.110
C -2.2976 -1.5953 0.8831 -0.601
C -3.7624 -1.4137 0.3158 -0.716
S -4.8760 -0.4920 1.4689 1.152
O -6.1842 -1.1306 1.3407 -0.701
O -4.3785 -0.4548 2.8348 -0.452
O -5.0529 1.0045 0.7941 -0.430
O -0.2653 0.0791 -0.9400 -0.258
C -1.2080 1.0713 -0.5931 0.850
P -0.5699 1.9645 0.9822 0.159
O 0.3409 0.7704 1.7416 -0.244
Br -2.2990 2.4589 2.3528 -0.272
H 5.6363 5.5815 -0.1402 0.255
H 5.7679 3.7655 -0.8219 0.213
H 6.5613 4.3704 2.0038 0.359
H 5.9012 1.0315 1.2501 0.519
H 4.3140 0.1340 1.6445 0.112
H 5.6753 0.8347 -1.0820 0.324
H 3.9096 0.5127 -1.0679 0.058
H 5.4798 -1.5699 -1.7147 0.404
H 6.2804 -1.3628 -0.1321 0.345
H 3.8719 -1.7790 1.0329 0.020
H 4.8875 -3.1758 0.3507 0.189
H 2.7605 -3.7196 -0.3902 0.292
H 3.3635 -2.8449 -1.8406 0.304
H 2.1746 -0.6185 -0.5989 -0.413
H 1.4898 -1.8664 0.4484 0.601
H 0.4623 -3.0684 -1.5561 0.410
H 1.9955 -0.4871 -4.3289 0.318
H 3.1452 -1.2059 -3.1502 0.286
H 1.9387 0.1089 -2.6447 -0.020
H -1.3808 -2.3065 -3.1682 0.224
H -2.6619 -1.7366 -2.0902 0.607
H -2.4717 0.6433 -2.9492 -0.196
H -2.7094 -0.5803 -4.2233 0.600
H -0.2588 -0.3745 -4.9407 0.410
H -0.0287 0.8300 -3.5469 -0.616
H -2.4156 1.7118 -4.8527 0.118
H -1.4723 1.1794 -6.2742 0.431
H -0.9379 3.6018 -5.9121 0.400
H 0.5066 2.6752 -5.2989 0.341
H -0.1770 4.6309 -3.8104 0.401
H -0.1266 3.0213 -2.9462 -0.013
H -2.1913 4.6074 -2.3502 0.656
H -2.5643 2.8739 -2.8005 -0.308
H -6.8046 1.6111 -2.6494 0.390
H -1.7584 -3.0287 -0.6569 0.514
H -0.4452 -2.6668 0.4777 0.466
H -2.3816 -2.3265 1.7396 0.609
H -2.0114 -0.6247 1.3845 -0.022
H -3.8116 -0.8239 -0.6428 0.065
H -4.1976 -2.4329 0.1602 0.489
H -5.0603 1.6869 1.4942 0.291
H -2.2800 0.7568 -0.5159 -0.001
H -1.1788 1.8791 -1.3851 -0.789
H 1.1420 1.1782 2.1182 0.237
C -2.8624 -0.3380 6.1864 0.638
Cl -3.6835 -1.4813 7.2507 -0.114
Cl -3.0272 1.3142 6.7966 -0.149
Cl -1.1567 -0.7610 5.9965 -0.046
H -3.3325 -0.3894 5.2133 -0.278
C -6.5073 -2.9531 5.1931 0.244
Cl -4.9722 -3.7606 4.8476 -0.129
Cl -7.8656 -3.9582 4.6748 -0.140
Cl -6.6398 -2.5676 6.9157 -0.125
H -6.5368 -2.0238 4.6311 0.122
C 3.1273 -0.7401 6.1938 0.142
Cl 4.6812 -1.5060 5.8368 -0.127
Cl 1.7911 -1.7989 5.7315 -0.094
Cl 3.0221 -0.3176 7.9048 -0.124
H 3.0561 0.1732 5.6114 0.202
C 4.9018 -5.2161 3.7631 0.028
Cl 4.1508 -6.7716 4.1334 -0.126
Cl 6.3424 -5.4438 2.7634 -0.132
Cl 3.7509 -4.1452 2.9577 -0.029
H 5.2036 -4.7516 4.6967 0.237
```

---

# 2
The following is a DFT calculation (the ωB97M-V functional and the def2-TZVPD basis) of C29H48CoNP3S2 as an isolated structure.

Results
HOMO-LUMO gap (spin up / spin down)   6.8185 / 3.5081 eV
Energy above the lowest of the compared OMol25 structures with the same formula, charge and spin   36.0 kJ/mol
Total charge   +3
2S+1   5

Structure (XYZ):
```
84
Properties=species:S:1:pos:R:3:mulliken_charge:R:1
Co 0.1987 -0.3640 -0.7772 0.539
P 0.7813 -2.2477 -0.1367 1.049
P 0.9520 0.3228 2.0909 0.999
P -0.3398 -0.5106 -2.7539 1.336
H 2.1850 1.6683 0.3061 0.745
C 1.4887 1.7823 -0.5239 -0.656
C 0.2833 2.4156 -0.4813 -0.417
H -0.2150 2.6130 0.4590 0.031
C 2.5457 -2.4863 -0.5025 -1.247
C 0.5846 -2.9407 1.5375 -1.382
C -0.0639 -3.5866 -1.0626 -1.072
C 0.9834 2.0811 2.6413 -1.412
C 0.1541 -0.3139 3.6391 -1.339
C 2.7186 -0.1378 2.4010 -1.419
C -0.8022 1.0369 -3.6048 -1.304
C -1.8575 -1.4818 -3.0790 -1.321
C 0.9190 -1.4051 -3.7414 -1.388
H 1.8974 1.5206 -1.4972 -0.513
H -0.2436 2.6470 -1.4081 0.332
H 2.7832 -3.5509 -0.3715 0.460
H 3.1528 -1.8751 0.1805 0.261
H 2.7597 -2.1794 -1.5349 0.283
H 0.7560 -4.0242 1.4649 0.636
H -0.4350 -2.7770 1.9117 0.246
H 1.3041 -2.5143 2.2451 0.417
H 0.3171 -4.5392 -0.6787 0.619
H 0.1274 -3.5208 -2.1385 0.241
H -1.1457 -3.5361 -0.8827 0.032
H 1.5640 2.1454 3.5735 0.534
H -0.0487 2.4067 2.8299 0.299
H 1.4280 2.7215 1.8755 0.456
H 0.8294 -0.1261 4.4854 0.551
H -0.0524 -1.3858 3.5793 0.271
H -0.7927 0.2095 3.8137 0.327
H 3.0607 0.3615 3.3217 0.506
H 3.3236 0.2039 1.5502 0.346
H 2.8352 -1.2260 2.5033 0.397
H -0.7501 0.8891 -4.6914 0.444
H -0.1509 1.8728 -3.3233 0.255
H -1.8292 1.2800 -3.3080 0.403
H -1.8301 -1.8311 -4.1207 0.470
H -2.7232 -0.8260 -2.9244 0.422
H -1.9439 -2.3393 -2.4037 0.302
H 0.7943 -1.1312 -4.7938 0.488
H 0.8006 -2.4843 -3.6055 0.414
H 1.9312 -1.1341 -3.4153 0.205
C 3.6118 2.3435 -4.8246 0.469
C 4.6551 1.7202 -5.5512 -0.244
C 5.5216 2.4625 -6.3446 -0.618
C 5.3552 3.8430 -6.4764 -0.267
C 4.3272 4.4814 -5.7770 -0.535
C 3.4587 3.7433 -4.9731 -0.251
S 2.3743 1.3915 -4.0274 -0.058
H 2.6741 1.0385 -2.6665 0.457
H 4.7653 0.6407 -5.4663 0.438
H 6.3402 1.9621 -6.8699 0.415
H 6.0136 4.4201 -7.1232 0.446
H 4.2058 5.5677 -5.8568 0.418
H 2.6423 4.2339 -4.4382 0.430
N -1.6236 -0.0986 -0.0954 -0.352
S -2.2788 -0.5021 1.3571 0.845
C -2.9920 0.9928 2.0391 0.237
C -3.3950 1.0106 3.3906 -0.318
C -3.9221 2.1763 3.9516 -0.794
C -4.0487 3.3369 3.1730 -0.559
C -3.6327 3.3240 1.8330 -0.842
C -3.1041 2.1580 1.2722 -0.429
C -3.7653 -1.5001 1.0730 0.440
C -3.5979 -2.8802 0.8784 -0.214
C -4.7034 -3.7078 0.6703 -0.802
C -5.9957 -3.1732 0.6842 -0.515
C -6.1747 -1.8019 0.8944 -0.795
C -5.0651 -0.9662 1.0885 -0.429
H -2.4033 0.2299 -0.6764 0.311
H -3.2975 0.0958 3.9857 0.480
H -4.2406 2.1784 4.9982 0.438
H -4.4782 4.2361 3.6041 0.427
H -3.7272 4.2168 1.2209 0.451
H -2.7729 2.1443 0.2388 0.453
H -2.5906 -3.2976 0.9130 0.282
H -4.5524 -4.7769 0.5017 0.437
H -6.8610 -3.8229 0.5316 0.418
H -7.1819 -1.3760 0.9124 0.424
H -5.2041 0.0988 1.2637 0.459
```

---

What is the formula in the second record?
C29H48CoNP3S2

---

The highest energy above the lowest of the compared OMol25 structures with the same formula, charge and spin belongs to which entry?
C29H48CoNP3S2

---

Which formula does entry 1 have?
C29H48BrCl12N2O9PS2

---

What is the energy above the lowest of the compared OMol25 structures with the same formula, charge and spin in the second record?
36.0 kJ/mol